# C31H72Li3N5O7

C31H72Li3N5O7 as an isolated structure in a non-equilibrium geometry (ωB97M-V/def2-TZVPD, the Open Molecules 2025 dataset).

Each line ends with the Löwdin charge.
Cartesian coordinates (Å):
Li (4.201, 0.194, -0.354)  0.829
Li (2.798, 1.129, -2.749)  0.845
Li (2.964, 3.047, -0.546)  0.806
C (1.275, 0.204, 1.263)  -0.064
C (1.320, 0.218, -0.245)  -0.589
C (-0.010, 0.617, -0.857)  -0.044
O (2.388, 1.040, -0.739)  -0.558
H (1.150, 1.145, 1.808)  0.082
H (2.279, -0.100, 1.627)  0.073
H (0.637, -0.577, 1.668)  0.083
H (1.493, -0.832, -0.520)  0.109
H (0.005, 0.408, -1.936)  0.078
H (-0.232, 1.680, -0.753)  0.050
H (-0.841, 0.034, -0.460)  0.097
C (-1.429, -3.268, -4.337)  -0.673
O (-2.359, -3.661, -3.678)  0.054
N (-0.924, -1.979, -4.242)  0.138
N (-0.698, -4.105, -5.161)  0.148
H (-0.176, -1.809, -4.887)  0.075
H (-1.241, -1.382, -3.506)  0.080
H (-1.125, -4.966, -5.445)  0.108
H (0.265, -3.921, -5.365)  0.083
C (1.550, -5.489, -2.046)  -0.031
C (1.863, -5.806, -0.580)  -0.521
C (3.134, -5.046, -0.201)  -0.132
C (2.893, -3.585, 0.212)  -0.194
C (1.751, -3.480, 1.203)  -0.146
C (0.479, -4.167, 0.743)  -0.526
N (0.806, -5.544, 0.391)  -0.087
O (-0.357, -6.226, -0.046)  0.006
C (-0.494, -4.213, 1.899)  -0.029
C (-0.179, -3.329, -0.367)  -0.015
C (2.225, -7.291, -0.467)  -0.028
H (1.762, -4.431, -2.268)  0.057
H (0.499, -5.599, -2.309)  0.088
H (2.213, -6.012, -2.735)  0.091
H (3.670, -5.508, 0.632)  0.129
H (3.827, -5.019, -1.042)  0.122
H (2.651, -2.999, -0.694)  0.083
H (3.797, -3.133, 0.638)  0.103
H (1.580, -2.458, 1.543)  0.085
H (2.091, -3.966, 2.130)  0.137
H (-1.477, -4.536, 1.546)  0.091
H (-0.201, -4.898, 2.694)  0.099
H (-0.674, -3.215, 2.310)  0.085
H (-1.154, -3.713, -0.673)  0.097
H (-0.346, -2.301, -0.025)  0.065
H (0.417, -3.267, -1.276)  0.055
H (2.331, -7.583, 0.574)  0.093
H (3.186, -7.420, -0.978)  0.089
H (1.549, -7.952, -1.008)  0.090
H (-0.653, -6.692, 0.743)  0.116
C (0.204, 2.093, 4.952)  -0.030
C (0.247, 1.344, 6.299)  -0.522
C (-0.576, 0.058, 6.119)  -0.135
C (0.149, -1.079, 5.403)  -0.179
C (1.478, -1.348, 6.086)  -0.140
C (2.382, -0.117, 6.234)  -0.513
N (1.584, 0.991, 6.732)  -0.102
O (2.355, 2.145, 7.000)  0.006
C (3.525, -0.409, 7.198)  -0.022
C (2.979, 0.153, 4.819)  -0.034
C (-0.487, 2.140, 7.373)  -0.025
H (0.585, 1.514, 4.116)  0.042
H (0.769, 3.039, 4.974)  0.081
H (-0.812, 2.470, 4.813)  0.088
H (-0.882, -0.332, 7.094)  0.128
H (-1.510, 0.268, 5.592)  0.125
H (0.316, -0.826, 4.346)  0.086
H (-0.486, -1.965, 5.400)  0.116
H (1.991, -2.151, 5.549)  0.120
H (1.296, -1.751, 7.091)  0.133
H (3.265, -0.236, 8.239)  0.097
H (3.809, -1.451, 7.033)  0.089
H (4.406, 0.212, 7.023)  0.083
H (3.747, -0.571, 4.542)  0.084
H (2.250, 0.217, 4.012)  0.030
H (3.442, 1.148, 4.901)  0.077
H (-0.031, 3.117, 7.565)  0.086
H (-0.442, 1.643, 8.339)  0.097
H (-1.508, 2.318, 7.037)  0.090
H (2.479, 2.568, 6.140)  0.075
C (-0.793, 4.463, -6.647)  -0.045
C (-2.166, 4.550, -6.025)  -0.505
C (-2.987, 3.311, -6.408)  -0.136
C (-3.998, 2.723, -5.427)  -0.162
C (-3.490, 2.683, -3.994)  -0.140
C (-2.896, 4.023, -3.579)  -0.530
N (-1.951, 4.510, -4.551)  -0.107
O (-1.302, 5.674, -4.104)  -0.028
C (-4.072, 5.005, -3.318)  -0.012
C (-2.216, 3.789, -2.254)  -0.055
C (-2.970, 5.785, -6.466)  -0.016
H (-0.261, 5.415, -6.634)  0.084
H (-0.882, 4.185, -7.704)  0.093
H (-0.160, 3.699, -6.197)  0.075
H (-3.530, 3.480, -7.343)  0.127
H (-2.281, 2.530, -6.721)  0.114
H (-4.165, 1.698, -5.765)  0.117
H (-4.957, 3.240, -5.493)  0.117
H (-2.813, 1.834, -3.866)  0.111
H (-4.337, 2.498, -3.332)  0.124
H (-4.529, 5.455, -4.195)  0.073
H (-4.870, 4.561, -2.722)  0.093
H (-3.685, 5.819, -2.691)  0.086
H (-2.883, 3.669, -1.397)  0.090
H (-1.565, 2.897, -2.239)  0.061
H (-1.472, 4.522, -1.903)  0.065
H (-2.928, 5.834, -7.559)  0.097
H (-2.620, 6.734, -6.066)  0.081
H (-4.030, 5.618, -6.282)  0.078
H (-1.933, 6.407, -4.186)  0.090
O (1.182, 3.924, -0.756)  -0.095
H (0.916, 4.803, -1.059)  0.085
H (0.501, 3.666, -0.123)  0.057
O (-2.668, 2.520, 1.350)  -0.034
H (-2.039, 3.216, 1.559)  0.027
H (-2.152, 1.817, 0.947)  0.008

HOMO level ... -0.4355 Ha
Net charge ... +2
Molecular weight ... 647.77 g/mol
ΔE to the lowest compared entry with this formula, charge and spin ... 30.0 kJ/mol
Spin multiplicity ... 1